Molecular formula: C4H4ClNOS
Method: DFT, ωB97M-V with the def2-TZVPD basis set

## Properties
SMILES: Oc1cc(Cl)[nH]c1S
HOMO energy: -7.834 eV
DFT total energy: -31105.7668 eV
Max |F|: 6.24 eV/Å
Energy relative to the best compared isomer or geometry (same formula, charge and spin): 1.942 eV

Positions of all 12 atoms, in Å:
1 C -0.69664 0.49684 0.63462
2 C -0.70199 -0.98212 0.72800
3 C 0.27367 -1.33419 -0.11466
4 C 0.23975 0.88234 -0.31259
5 H -2.14010 0.73700 1.80276
6 H -1.26171 -1.66311 1.34400
7 H 2.06129 -0.26533 -0.88734
8 H 1.15938 1.60905 -2.40304
9 N 0.83483 -0.30066 -0.73653
10 O -1.50973 1.28913 1.34513
11 S 0.56548 2.42329 -1.20641
12 Cl 1.17578 -2.89224 -0.19393